P:
The following is a quantum chemistry calculation of a cluster of 11 separate species, C33H66O33 in total, from OMol25.

Computed properties:
- Orbital gap: 10.8 eV
- Highest occupied orbital energy: -10.41 eV
- E_LUMO: 0.01559 Eh
- SMILES string: COC(=O)OC.COC(=O)OC.COC(=O)OC.COC(=O)OC.COC(=O)OC.COC(=O)OC.COC(=O)OC.COC(=O)OC.COC(=O)OC.COC(=O)OC.COC(=O)OC

Structure (ORCA input):
```
! wB97M-V def2-TZVPD RIJCOSX def2/J DEFGRID3
* xyz 0 1
C -6.715 2.561 -7.387
O -5.334 2.454 -6.987
C -5.086 1.731 -5.865
O -5.920 1.070 -5.229
O -3.754 1.648 -5.603
C -3.177 1.269 -4.360
H -7.165 1.628 -7.049
H -6.900 2.861 -8.418
H -7.049 3.300 -6.658
H -2.193 1.649 -4.085
H -2.984 0.212 -4.546
H -3.858 1.259 -3.509
C 0.814 2.877 0.958
O 0.743 2.928 2.304
C 0.483 1.714 3.027
O -0.012 0.624 2.608
O 0.827 1.917 4.279
C 0.799 0.866 5.207
H 1.090 3.830 0.507
H -0.196 2.764 0.566
H 1.500 2.129 0.560
H 1.326 1.135 6.122
H 1.261 -0.062 4.869
H -0.183 0.625 5.616
C 4.299 0.624 4.878
O 3.872 -0.482 4.015
C 4.606 -1.626 3.998
O 5.545 -1.957 4.702
O 3.991 -2.404 3.123
C 4.472 -3.656 2.669
H 3.812 1.578 4.674
H 5.353 0.890 4.801
H 4.092 0.356 5.914
H 3.697 -4.204 2.131
H 4.633 -4.276 3.551
H 5.488 -3.553 2.286
C 0.708 -2.883 2.773
O 0.606 -4.021 3.623
C 0.020 -3.822 4.782
O -0.070 -2.649 5.335
O -0.371 -5.043 5.297
C -0.889 -4.934 6.622
H -0.104 -2.352 2.276
H 1.291 -3.258 1.932
H 1.293 -2.107 3.267
H -0.586 -5.901 7.025
H -1.970 -4.804 6.587
H -0.418 -4.151 7.217
C -1.918 4.473 -3.108
O -1.783 5.606 -3.995
C -2.817 6.003 -4.759
O -3.783 5.302 -5.097
O -2.579 7.314 -5.212
C -3.577 7.877 -6.052
H -1.167 3.735 -3.390
H -2.931 4.070 -3.107
H -1.635 4.863 -2.130
H -3.935 7.053 -6.668
H -3.173 8.637 -6.721
H -4.529 8.151 -5.597
C -6.160 1.310 3.498
O -4.958 1.017 2.808
C -4.770 -0.097 2.133
O -5.534 -0.982 1.856
O -3.433 -0.093 1.777
C -2.712 -1.223 1.198
H -6.862 1.991 3.016
H -5.877 1.817 4.420
H -6.648 0.397 3.841
H -1.736 -1.401 1.649
H -2.554 -1.004 0.142
H -3.215 -2.190 1.183
C -5.515 -2.494 -4.165
O -4.213 -1.950 -3.732
C -3.388 -2.728 -3.018
O -3.654 -3.934 -2.697
O -2.267 -2.097 -2.640
C -1.279 -2.888 -2.092
H -5.922 -1.732 -4.830
H -6.165 -2.591 -3.295
H -5.414 -3.388 -4.779
H -0.336 -2.351 -1.994
H -1.145 -3.745 -2.752
H -1.522 -3.341 -1.130
C -0.734 1.124 -1.830
O 0.624 0.861 -1.533
C 0.994 -0.103 -0.656
O 0.234 -0.967 -0.194
O 2.251 -0.009 -0.391
C 2.819 -0.556 0.828
H -1.213 0.286 -2.336
H -0.640 1.965 -2.517
H -1.437 1.487 -1.080
H 3.897 -0.419 0.744
H 2.677 -1.637 0.824
H 2.439 -0.272 1.809
C -5.892 0.769 -1.916
O -5.950 1.697 -0.860
C -4.927 2.613 -0.600
O -3.835 2.614 -1.048
O -5.373 3.515 0.333
C -4.535 4.166 1.294
H -6.783 0.148 -1.823
H -5.060 0.098 -1.702
H -5.893 1.241 -2.898
H -3.741 4.684 0.756
H -4.031 3.430 1.922
H -5.118 4.911 1.834
C 5.996 -4.831 -0.255
O 6.297 -3.846 -1.276
C 5.744 -2.605 -1.212
O 5.148 -2.076 -0.268
O 6.179 -2.093 -2.349
C 5.961 -0.716 -2.442
H 6.300 -4.493 0.736
H 6.379 -5.840 -0.409
H 4.921 -4.972 -0.137
H 6.481 -0.426 -3.355
H 6.301 -0.220 -1.533
H 4.890 -0.548 -2.552
C 10.399 -3.176 2.134
O 9.111 -2.636 1.870
C 8.921 -1.329 1.789
O 9.824 -0.476 1.938
O 7.590 -1.120 1.660
C 7.109 0.227 1.370
H 11.134 -2.659 1.518
H 10.382 -4.257 1.993
H 10.695 -2.865 3.136
H 6.154 -0.020 0.906
H 7.591 0.747 0.542
H 7.131 0.842 2.269
*
```

=====

Q:
The following is a quantum chemistry calculation of a cluster of 11 separate species, C33H66O33 in total, from OMol25.

Computed properties:
- Orbital gap: 10.9 eV
- Highest occupied orbital energy: -10.52 eV
- E_LUMO: 0.01502 Eh
- SMILES string: COC(=O)OC.COC(=O)OC.COC(=O)OC.COC(=O)OC.COC(=O)OC.COC(=O)OC.COC(=O)OC.COC(=O)OC.COC(=O)OC.COC(=O)OC.COC(=O)OC

Structure (ORCA input):
```
! wB97M-V def2-TZVPD RIJCOSX def2/J DEFGRID3
* xyz 0 1
C 3.175 -0.404 -0.164
O 3.554 -0.686 -1.505
C 3.036 0.016 -2.503
O 2.218 0.907 -2.398
O 3.581 -0.377 -3.627
C 3.392 0.372 -4.825
H 2.790 -1.306 0.308
H 2.435 0.385 -0.035
H 4.096 -0.109 0.341
H 3.248 1.423 -4.595
H 2.486 -0.011 -5.302
H 4.180 0.177 -5.545
C 2.994 -3.431 -5.619
O 2.077 -2.371 -5.734
C 1.226 -2.162 -4.727
O 1.267 -2.705 -3.656
O 0.360 -1.246 -5.122
C -0.511 -0.780 -4.104
H 2.958 -3.949 -4.659
H 4.022 -3.059 -5.635
H 2.882 -4.160 -6.418
H -1.209 -1.577 -3.835
H -1.179 -0.060 -4.570
H -0.023 -0.365 -3.227
C 4.546 3.498 9.284
O 3.632 2.756 8.500
C 3.057 3.380 7.486
O 3.378 4.452 7.050
O 2.085 2.619 7.010
C 1.441 3.023 5.814
H 4.218 3.512 10.329
H 4.595 4.549 9.014
H 5.513 3.002 9.333
H 0.668 3.782 5.876
H 1.062 2.105 5.362
H 2.253 3.271 5.123
C -3.917 -0.985 -0.281
O -3.472 -2.326 -0.286
C -4.259 -3.303 0.149
O -5.420 -3.157 0.447
O -3.609 -4.440 0.114
C -4.354 -5.601 0.453
H -3.457 -0.427 0.533
H -4.997 -0.858 -0.254
H -3.577 -0.517 -1.205
H -3.645 -6.425 0.438
H -5.202 -5.826 -0.188
H -4.703 -5.540 1.485
C -0.244 -1.646 -0.830
O -0.639 -0.482 -0.141
C -0.140 -0.233 1.052
O 0.497 -0.998 1.736
O -0.548 0.955 1.443
C -0.063 1.461 2.676
H -0.641 -2.535 -0.331
H 0.778 -1.684 -1.200
H -0.902 -1.700 -1.699
H -0.628 1.004 3.492
H -0.276 2.523 2.597
H 1.002 1.314 2.826
C 2.242 -4.429 -0.150
O 2.757 -5.745 -0.087
C 1.888 -6.744 -0.172
O 0.730 -6.661 -0.442
O 2.588 -7.854 0.127
C 1.900 -9.068 0.238
H 1.809 -4.122 0.803
H 1.507 -4.279 -0.942
H 3.084 -3.783 -0.393
H 1.569 -9.368 1.238
H 2.610 -9.849 -0.035
H 0.994 -9.167 -0.364
C -3.938 5.238 -0.527
O -2.633 5.749 -0.412
C -1.599 4.953 -0.281
O -1.630 3.752 -0.406
O -0.550 5.666 0.112
C 0.590 4.970 0.600
H -4.614 5.823 0.094
H -3.980 4.184 -0.249
H -4.330 5.307 -1.544
H 0.345 4.151 1.259
H 1.134 5.722 1.176
H 1.346 4.742 -0.152
C -1.626 -9.031 -4.023
O -2.106 -7.754 -3.589
C -1.318 -6.712 -3.621
O -0.272 -6.623 -4.213
O -1.902 -5.726 -2.928
C -1.155 -4.558 -2.683
H -2.011 -9.210 -5.025
H -2.072 -9.729 -3.318
H -0.543 -9.105 -3.979
H -1.580 -3.780 -3.324
H -0.081 -4.579 -2.861
H -1.258 -4.190 -1.661
C 4.427 5.621 1.846
O 4.689 4.531 2.705
C 3.893 3.467 2.624
O 2.819 3.454 2.087
O 4.488 2.503 3.314
C 3.771 1.315 3.529
H 3.384 5.943 1.856
H 4.519 5.338 0.790
H 5.145 6.401 2.061
H 3.342 0.830 2.655
H 3.050 1.370 4.349
H 4.421 0.557 3.974
C -3.525 2.821 3.198
O -4.096 4.126 2.998
C -5.412 4.182 2.887
O -6.150 3.244 2.724
O -5.799 5.449 2.919
C -7.190 5.755 2.808
H -4.079 2.184 3.886
H -2.484 2.908 3.481
H -3.662 2.417 2.189
H -7.532 5.651 1.783
H -7.230 6.804 3.099
H -7.760 5.229 3.571
C -2.112 1.937 -2.774
O -1.031 2.812 -3.048
C -1.181 3.599 -4.104
O -2.174 3.791 -4.735
O -0.044 4.196 -4.426
C 1.173 3.851 -3.783
H -1.796 1.279 -1.965
H -2.472 1.405 -3.651
H -2.925 2.524 -2.339
H 1.466 2.815 -3.960
H 1.074 4.012 -2.711
H 2.011 4.439 -4.151
*
```

=====

Energetically preferred structure: Q | next structure: +376.2 kJ/mol